Record 1
C4H6Br4S | ωB97M-V with the def2-TZVPD basis set

Each line ends with the Mulliken charge.
CARTESIAN COORDINATES (ANGSTROEM)
C: -1.17260 1.93003 -2.05287  -1.33
C: 0.53224 -1.93289 2.37709  -0.75
C: -0.31071 1.13193 -1.09475  0.24
C: 1.78049 -1.97944 1.88525  0.23
S: -1.14763 -0.30759 -0.33357  -0.05
Br: 0.47138 2.18894 0.40851  -0.04
Br: 1.17725 0.39994 -2.16381  -0.03
Br: 2.23073 -2.45089 0.10962  -0.06
Br: 3.20471 -1.09346 2.80592  -0.09
H: -0.74655 2.77631 -2.52798  0.40
H: -1.69803 1.16234 -2.68605  0.40
H: -2.12268 2.40329 -1.46273  0.30
H: -2.35135 0.23561 -0.79541  0.12
H: 0.36493 -1.87228 3.47092  0.30
H: -0.21217 -2.59183 2.05986  0.36

Forces on atoms 1 to 3 (eV/Å):
C -4.13 -0.54 2.21
C 1.84 -1.47 2.00
C 0.88 -0.27 0.39

energy relative to the best compared isomer or geometry (same formula, charge and spin) = 77.12 kJ/mol
max |F| = 0.0916 Eh/bohr
electronic energy = -295248.330 eV
2S+1 = 1
HOMO level = -9.3867 eV
net charge = 0
frontier orbital gap = 9.595 eV

***

Record 2
C2H4Cl2O | ωB97M-V with the def2-TZVPD basis set

Each line ends with the Löwdin spin population.
CARTESIAN COORDINATES (ANGSTROEM)
C: 0.99981 0.55558 0.25968  0.55
C: -0.47774 -0.31839 -0.46797  0.48
O: -1.61369 0.31842 -0.19430  0.20
Cl: 2.36015 -0.44274 0.15768  0.20
Cl: -0.44838 -1.95379 0.24780  0.42
H: 0.88028 1.46560 -0.27020  0.04
H: 0.58576 0.87670 1.15846  0.04
H: -0.32502 -0.46332 -1.48492  0.05
H: -1.96118 -0.03806 0.59377  0.02

Forces on atoms 1 to 3 (eV/Å):
C 2.59 2.91 0.97
C -3.52 -2.03 -0.32
O 1.47 1.47 -2.03

energy relative to the best compared isomer or geometry (same formula, charge and spin) = 297.64 kJ/mol
max |F| = 0.0793 Eh/bohr
electronic energy = -29223.750 eV
2S+1 = 3
HOMO level (alpha / beta) = -3.7099 / -10.8852 eV
net charge = 0
frontier orbital gap (alpha / beta) = 4.533 / 7.378 eV

***

Record 3
C5H9N3PtSe2Te2 | ωB97M-V with the def2-TZVPD basis set

Each line ends with the Mulliken charge.
CARTESIAN COORDINATES (ANGSTROEM)
Pt: -0.47462 1.49061 -0.52904  0.88
Se: -0.66842 3.88041 -1.00688  -0.06
Te: -2.71243 4.60457 -2.04934  0.40
Te: -3.91978 2.35624 -2.67246  0.41
Se: -2.47520 0.63132 -1.81864  -0.12
N: 0.52614 -1.30300 -1.61481  -0.35
C: 0.29175 -1.39492 -0.28399  0.97
C: 0.60190 -2.56703 0.42674  -0.83
C: 0.40401 -2.61149 1.77956  -0.25
C: -0.10765 -1.48952 2.44988  -0.75
C: -0.39924 -0.38108 1.71808  -0.19
N: -0.19954 -0.32365 0.37238  -0.28
H: 0.84250 -2.11111 -2.12233  0.23
H: 0.24977 -0.48295 -2.12511  0.09
H: 1.00137 -3.41827 -0.10728  0.38
H: 0.65446 -3.50649 2.33317  0.42
H: -0.28206 -1.50019 3.51510  0.44
H: -0.80504 0.50742 2.18297  0.42
N: 1.60808 1.84640 -0.16166  -0.79
H: 2.21245 1.19881 -0.66036  0.33
H: 1.81276 1.78384 0.83340  0.34
H: 1.83878 2.79004 -0.45935  0.34

Forces on atoms 1 to 3 (eV/Å):
Pt -0.50 0.34 -1.31
Se 0.15 -0.51 0.25
Te -0.27 -0.39 -0.29

energy relative to the best compared isomer or geometry (same formula, charge and spin) = 0.00 kJ/mol
max |F| = 0.0281 Eh/bohr
electronic energy = -158313.265 eV
2S+1 = 1
HOMO level (alpha / beta) = -15.0271 / -15.0272 eV
net charge = +2
frontier orbital gap (alpha / beta) = 5.067 / 5.068 eV

***

Record 4
C7H5BrF3N | ωB97M-V with the def2-TZVPD basis set

Each line ends with the Mulliken charge.
CARTESIAN COORDINATES (ANGSTROEM)
C: 1.07022 0.18196 0.20509  -0.49
C: 0.61083 -0.98035 -0.39021  -0.25
C: 0.22792 1.25508 0.44276  -0.43
C: -0.73163 -1.10215 -0.76333  -0.61
C: -1.12376 1.17085 0.08894  -0.24
C: -1.44951 0.00076 -0.48285  0.59
C: -4.10187 -1.25379 0.03993  0.85
N: -3.97492 -0.19300 -0.81182  -0.45
F: -3.49033 -1.13996 1.25863  -0.26
F: -3.54756 -2.34514 -0.52104  -0.24
F: -5.37542 -1.60166 0.33873  -0.25
Br: -4.56089 1.37175 -0.14120  0.02
H: 2.10794 0.24758 0.49484  0.37
H: 1.27420 -1.81369 -0.56550  0.36
H: 0.58995 2.15768 0.90999  0.36
H: -1.12971 -1.99684 -1.20979  0.44
H: -1.82628 1.97041 0.26855  0.23

Forces on atoms 1 to 3 (eV/Å):
C 0.26 0.05 0.07
C -0.18 -0.11 -0.10
C -0.24 0.01 -0.05

energy relative to the best compared isomer or geometry (same formula, charge and spin) = 0.00 kJ/mol
max |F| = 0.0501 Eh/bohr
electronic energy = -87021.114 eV
2S+1 = 1
HOMO level (alpha / beta) = -9.7332 / -9.0223 eV
net charge = 0
frontier orbital gap (alpha / beta) = 8.859 / 7.199 eV

***

Record 5
C8H8N2 | ωB97M-V with the def2-TZVPD basis set

Each line ends with the Mulliken charge.
CARTESIAN COORDINATES (ANGSTROEM)
C: -2.47145 -1.06488 -1.04945  -0.75
C: -1.84512 -1.14504 -2.29918  -0.21
C: -1.49124 -0.56313 -0.20793  -0.20
C: 1.20559 1.74761 1.50956  -0.28
C: 1.37275 0.43907 2.14484  -0.19
C: 1.24438 1.58608 0.17410  -0.74
C: 1.49232 -0.50250 1.18759  -0.94
C: 1.45532 0.17070 -0.09101  0.56
N: -0.58417 -0.72100 -2.21317  -1.00
N: -0.43078 -0.36644 -0.98633  0.53
H: -3.47275 -1.33677 -0.78504  0.35
H: -2.24507 -1.47021 -3.23814  0.43
H: -1.48805 -0.32586 0.83554  0.41
H: 1.08310 2.66710 2.05086  0.42
H: 1.40990 0.29417 3.20820  0.43
H: 1.14840 2.33320 -0.58905  0.40
H: 1.63729 -1.55812 1.31225  0.39
H: 1.97959 -0.18396 -0.96364  0.36

Forces on atoms 1 to 3 (eV/Å):
C 0.01 -0.01 0.08
C -0.25 -0.01 0.22
C -0.56 -0.11 -0.08

energy relative to the best compared isomer or geometry (same formula, charge and spin) = 463.94 kJ/mol
max |F| = 0.0839 Eh/bohr
electronic energy = -11401.815 eV
2S+1 = 1
HOMO level = -8.7340 eV
net charge = 0
frontier orbital gap = 7.155 eV

***

Record 6
C50H78O39 | ωB97M-V with the def2-TZVPD basis set

Each line ends with the Mulliken charge.
CARTESIAN COORDINATES (ANGSTROEM)
C: -9.33416 -9.24714 -20.25317  -1.73
C: -9.78955 -10.03517 -19.02549  0.57
C: -9.24428 -9.53448 -17.67976  1.47
O: -10.28203 -8.73226 -17.14684  0.04
C: -11.41395 -8.91177 -17.85167  0.43
O: -12.39120 -8.23587 -17.75386  -0.57
O: -11.18853 -9.81507 -18.80605  -0.40
H: -8.25376 -9.33973 -20.37269  0.38
H: -9.54869 -8.18408 -20.12650  0.37
H: -9.84022 -9.57270 -21.15961  0.42
H: -9.65601 -11.10460 -19.17673  -0.03
H: -8.28914 -9.01697 -17.77926  0.46
H: -9.02742 -10.35569 -16.99384  -1.08
C: -13.33670 -5.81802 -9.23932  -1.23
C: -13.97551 -7.12635 -8.79691  0.95
C: -13.16246 -8.24359 -9.45951  0.55
O: -12.92687 -9.11509 -8.38813  -0.14
C: -13.24338 -8.56403 -7.20722  0.33
O: -13.19219 -9.12584 -6.15660  -0.58
O: -13.69970 -7.31242 -7.40363  -0.38
H: -13.16238 -5.70049 -10.31452  0.11
H: -12.27801 -5.71220 -8.97478  0.10
H: -13.79611 -4.89264 -8.89108  0.49
H: -15.04178 -7.15926 -9.01056  0.29
H: -12.22523 -7.92790 -9.91781  0.06
H: -13.78253 -8.67441 -10.24876  -0.47
C: -12.01298 -15.88543 -10.37614  -1.09
C: -11.63569 -15.64084 -8.93289  0.35
C: -10.23155 -16.02225 -8.50808  -0.27
O: -9.68159 -14.86622 -7.90965  -0.36
C: -10.56700 -13.83294 -8.04984  0.43
O: -10.30781 -12.68261 -7.88449  -0.42
O: -11.65217 -14.23306 -8.70903  -0.23
H: -12.31036 -16.92501 -10.51273  0.45
H: -11.13337 -15.63566 -10.97026  0.09
H: -12.86201 -15.26356 -10.65498  0.20
H: -12.41916 -16.07573 -8.30553  0.38
H: -9.74221 -16.33837 -9.43432  0.12
H: -10.21803 -16.88553 -7.84405  0.41
C: -12.99756 -12.02537 -11.19244  -1.50
C: -12.83791 -12.52919 -12.63602  2.56
C: -11.68257 -13.51588 -12.85770  2.72
O: -12.26650 -14.58345 -13.58437  -0.56
C: -13.60947 -14.36945 -13.68536  0.32
O: -14.38446 -15.15794 -14.12326  -0.59
O: -13.99902 -13.23362 -13.07454  -0.46
H: -13.99234 -11.57457 -11.21901  0.69
H: -12.26498 -11.24691 -10.98401  -0.20
H: -13.00238 -12.85346 -10.48759  0.24
H: -12.69846 -11.68842 -13.31722  -0.91
H: -11.32406 -13.86931 -11.89318  -1.64
H: -10.92223 -12.91772 -13.36274  -0.56
C: -8.15644 -13.42248 -16.49262  -0.93
C: -6.93042 -14.04543 -17.16672  -0.12
C: -5.90383 -14.63959 -16.16705  -0.13
O: -5.65790 -15.88470 -16.78763  -0.37
C: -6.67752 -16.28623 -17.57684  0.58
O: -6.84336 -17.38772 -17.97363  -0.52
O: -7.44864 -15.19975 -17.82392  -0.39
H: -7.87192 -12.69146 -15.72783  0.54
H: -8.81259 -14.13368 -15.99676  0.31
H: -8.70380 -12.84266 -17.23785  0.26
H: -6.56958 -13.43770 -17.99724  0.43
H: -6.28273 -14.74258 -15.15031  0.09
H: -5.06913 -13.93978 -16.13864  0.34
C: -12.59759 -14.17603 -18.35161  -1.73
C: -11.61504 -13.87473 -17.25121  0.46
C: -10.23164 -13.40734 -17.71385  -0.59
O: -9.99727 -12.15482 -17.04028  -0.28
C: -11.07020 -11.87968 -16.30617  0.36
O: -11.12956 -10.93178 -15.56148  -0.21
O: -12.08455 -12.71685 -16.54884  -0.34
H: -12.76899 -13.33665 -19.02484  0.37
H: -13.55195 -14.59973 -18.04720  0.40
H: -12.11698 -14.94712 -18.96464  0.44
H: -11.52757 -14.65871 -16.49616  0.42
H: -10.06031 -13.31486 -18.78570  0.42
H: -9.45880 -14.08598 -17.34785  0.28
C: -9.56077 -8.96381 -5.65446  -1.24
C: -9.88210 -7.47821 -5.86489  0.31
C: -8.76608 -6.50458 -5.48937  -0.51
O: -8.72257 -5.64342 -6.63351  -0.40
C: -9.40514 -6.20360 -7.67508  0.18
O: -9.43421 -5.77700 -8.78512  -0.52
O: -10.01682 -7.34397 -7.29010  0.28
H: -10.41294 -9.62298 -5.82734  0.31
H: -9.31382 -9.18965 -4.61317  0.44
H: -8.72153 -9.31413 -6.25530  0.08
H: -10.85156 -7.22884 -5.43458  0.42
H: -7.79357 -6.96460 -5.32608  0.28
H: -9.14235 -6.03524 -4.58157  0.39
C: -6.36955 -6.84870 -9.46421  -1.66
C: -6.78555 -8.14091 -8.80447  1.89
C: -6.29147 -9.42707 -9.47895  0.80
O: -5.93408 -10.19765 -8.31635  -0.38
C: -5.83529 -9.41558 -7.17951  0.58
O: -5.49765 -9.83949 -6.12758  -0.55
O: -6.20609 -8.19208 -7.52200  -0.45
H: -5.28604 -6.80325 -9.58858  0.48
H: -6.63988 -6.02472 -8.80461  0.40
H: -6.84112 -6.72761 -10.43831  0.11
H: -7.87451 -8.20270 -8.73053  -0.91
H: -5.43298 -9.26219 -10.13526  0.30
H: -7.01167 -10.02220 -10.03524  -0.62
C: -7.64158 -13.15369 -9.97150  -1.61
C: -8.68564 -13.37792 -11.04304  1.72
C: -8.14845 -13.16053 -12.50091  0.37
O: -8.43175 -14.38343 -13.15261  -0.35
C: -9.02536 -15.25542 -12.34349  0.45
O: -9.58698 -16.26555 -12.64362  -0.57
O: -8.95305 -14.78279 -11.09468  -0.37
H: -7.62629 -12.06426 -9.88310  -0.01
H: -6.66630 -13.59242 -10.16831  0.50
H: -7.98193 -13.46991 -8.98561  0.22
H: -9.59203 -12.82640 -10.78897  -0.70
H: -7.07474 -12.97501 -12.49013  0.73
H: -8.67058 -12.33490 -12.97896  -0.61
C: -11.55454 -6.27217 -15.20849  -0.68
C: -11.44555 -4.87579 -14.56497  0.15
C: -12.14769 -3.73561 -15.32415  -0.42
O: -12.78432 -3.04744 -14.25038  -0.42
C: -12.82781 -3.79098 -13.13878  0.56
O: -13.43473 -3.50955 -12.14557  -0.55
O: -12.12336 -4.90309 -13.29959  -0.04
H: -12.60936 -6.36227 -15.47673  0.28
H: -11.38092 -7.05882 -14.47489  -0.33
H: -10.95609 -6.41400 -16.10350  0.46
H: -10.41282 -4.63034 -14.30991  0.40
H: -12.91479 -4.04567 -16.03459  0.31
H: -11.46930 -2.98993 -15.73527  0.30
C: -14.23216 -7.21486 -13.08980  -1.49
C: -14.41333 -8.45329 -13.96368  1.29
C: -14.08177 -9.82684 -13.39313  2.17
O: -15.17003 -10.64702 -13.79816  -0.30
C: -16.17547 -9.88847 -14.24990  0.46
O: -17.22258 -10.30199 -14.63788  -0.59
O: -15.80545 -8.58644 -14.30292  -0.49
H: -15.03224 -7.15486 -12.35462  0.43
H: -14.26917 -6.30137 -13.68026  0.37
H: -13.21104 -7.25858 -12.70784  0.21
H: -13.95821 -8.36000 -14.95470  -0.12
H: -13.95682 -9.85176 -12.30752  -0.88
H: -13.16832 -10.25481 -13.80589  -0.75
C: -7.25480 -7.14819 -13.75813  -0.59
O: -7.41049 -6.56203 -15.05329  -0.21
C: -6.54823 -6.88194 -15.99050  0.76
O: -5.63254 -7.66578 -15.87878  -0.61
O: -6.92282 -6.27596 -17.11339  -0.28
C: -6.00899 -6.29844 -18.18847  -0.81
H: -7.75336 -6.59779 -12.96533  0.21
H: -6.22132 -7.21080 -13.41243  0.45
H: -7.58660 -8.18359 -13.81984  0.15
H: -5.33132 -7.14718 -18.26131  0.35
H: -5.28886 -5.47299 -18.12792  0.35
H: -6.55657 -6.05690 -19.09642  0.26
C: -9.72521 -10.18818 -9.46218  -1.49
O: -9.15425 -10.17045 -10.81231  0.20
C: -9.97673 -9.95002 -11.83512  0.15
O: -11.17617 -9.78934 -11.75160  0.33
O: -9.29381 -10.04708 -12.94792  -0.51
C: -9.90839 -10.07464 -14.24181  -0.29
H: -9.06011 -10.49709 -8.66603  0.62
H: -10.69286 -10.68840 -9.46022  0.45
H: -10.09172 -9.16771 -9.31977  -0.04
H: -9.00743 -10.22076 -14.83832  0.10
H: -10.33743 -9.11057 -14.50488  -0.31
H: -10.57346 -10.91513 -14.44110  -0.06

Forces on atoms 1 to 3 (eV/Å):
C 0.00 0.14 0.44
C -0.09 0.60 0.11
C 1.10 -0.81 -0.01

max |F| = 0.1648 Eh/bohr
electronic energy = -132963.948 eV
2S+1 = 1
HOMO level = -10.5070 eV
net charge = 0
frontier orbital gap = 10.163 eV

***

What did the first record say?
C4H6Br4S | ωB97M-V with the def2-TZVPD basis set

Each line ends with the Mulliken charge.
CARTESIAN COORDINATES (ANGSTROEM)
C: -1.17260 1.93003 -2.05287  -1.33
C: 0.53224 -1.93289 2.37709  -0.75
C: -0.31071 1.13193 -1.09475  0.24
C: 1.78049 -1.97944 1.88525  0.23
S: -1.14763 -0.30759 -0.33357  -0.05
Br: 0.47138 2.18894 0.40851  -0.04
Br: 1.17725 0.39994 -2.16381  -0.03
Br: 2.23073 -2.45089 0.10962  -0.06
Br: 3.20471 -1.09346 2.80592  -0.09
H: -0.74655 2.77631 -2.52798  0.40
H: -1.69803 1.16234 -2.68605  0.40
H: -2.12268 2.40329 -1.46273  0.30
H: -2.35135 0.23561 -0.79541  0.12
H: 0.36493 -1.87228 3.47092  0.30
H: -0.21217 -2.59183 2.05986  0.36

Forces on atoms 1 to 3 (eV/Å):
C -4.13 -0.54 2.21
C 1.84 -1.47 2.00
C 0.88 -0.27 0.39

energy relative to the best compared isomer or geometry (same formula, charge and spin) = 77.12 kJ/mol
max |F| = 0.0916 Eh/bohr
electronic energy = -295248.330 eV
2S+1 = 1
HOMO level = -9.3867 eV
net charge = 0
frontier orbital gap = 9.595 eV

***

- Look up the electronic energy of the third one.
  -158313.265 eV

***

- What is the electronic energy in the fifth record?
  -11401.815 eV